# C41H32FMnN4O8P

C41H32FMnN4O8P as an isolated structure (ωB97M-V/def2-TZVPD, OMol25).

Values from the calculation:
ΔE to the lowest compared entry with this formula, charge and spin	3.6	kcal/mol
multiplicity	2
total charge	-2
frontier orbital gap (alpha / beta)	6.118 / 5.639	eV
E_LUMO (alpha / beta)	0.165 / 0.165	Eh
E_tot	-3994.96477	a.u.

Cartesian coordinates (Å):
Mn -0.48 -0.49 0.84
O 1.23 -1.42 0.20
C 2.27 -1.66 0.89
C 3.48 -2.04 0.22
C 4.64 -2.30 0.90
C 4.70 -2.22 2.30
C 3.55 -1.88 2.98
C 2.34 -1.60 2.32
C 1.21 -1.27 3.14
N 0.01 -1.07 2.74
C -0.96 -0.65 3.76
C -1.86 0.42 3.14
N -2.21 -0.11 1.85
C -3.39 -0.57 1.66
C -3.79 -1.46 0.59
C -5.15 -1.75 0.44
C -5.62 -2.70 -0.44
C -4.67 -3.43 -1.18
C -3.33 -3.19 -1.05
C -2.80 -2.18 -0.18
O -1.55 -1.96 -0.15
H 3.44 -2.08 -0.86
H 5.54 -2.56 0.34
H 5.62 -2.42 2.83
H 3.57 -1.80 4.06
H 1.43 -1.17 4.21
H -1.58 -1.51 4.03
H -0.46 -0.27 4.65
H -2.74 0.61 3.77
H -1.27 1.34 3.02
H -4.17 -0.35 2.40
H -5.85 -1.19 1.06
H -6.68 -2.89 -0.54
H -5.01 -4.19 -1.88
H -2.60 -3.74 -1.63
O -1.25 2.80 -0.06
C -0.89 1.93 -0.86
O -1.07 0.67 -0.74
C -0.23 2.40 -2.16
C -0.45 3.73 -2.52
C 0.07 4.26 -3.69
C 0.82 3.44 -4.53
C 1.05 2.12 -4.18
C 0.55 1.58 -2.99
P 0.88 -0.19 -2.55
C 2.58 -0.43 -3.22
C 2.97 -1.73 -3.58
C 4.29 -2.04 -3.87
C 5.27 -1.07 -3.76
C 4.92 0.21 -3.35
C 3.59 0.52 -3.09
C -0.17 -0.91 -3.90
C 0.24 -1.24 -5.19
C -0.66 -1.76 -6.11
C -1.99 -1.96 -5.75
C -2.41 -1.63 -4.47
C -1.51 -1.11 -3.55
H -1.05 4.33 -1.85
H -0.11 5.30 -3.93
H 1.22 3.83 -5.45
H 1.63 1.50 -4.84
H 2.21 -2.51 -3.63
H 4.55 -3.05 -4.15
H 6.31 -1.31 -3.97
H 5.68 0.97 -3.23
H 3.34 1.52 -2.75
H 1.27 -1.08 -5.48
H -0.32 -2.02 -7.10
H -2.69 -2.38 -6.47
H -3.44 -1.79 -4.17
H -1.83 -0.86 -2.55
F -0.36 6.33 0.53
C 0.72 5.57 0.23
C 1.01 4.48 0.95
N 2.10 3.70 0.68
C 2.50 2.67 1.65
C 1.28 1.87 2.16
O 0.89 2.11 3.31
O 0.85 1.04 1.33
C 2.91 3.96 -0.40
O 3.92 3.34 -0.68
N 2.52 5.05 -1.17
C 1.49 5.95 -0.93
O 1.31 6.91 -1.65
H 0.40 4.17 1.79
H 2.98 3.17 2.50
H 3.21 2.01 1.16
H 3.09 5.22 -1.98

---

# C41H32MoN7O2

C41H32MoN7O2 as an isolated structure (ωB97M-V/def2-TZVPD, OMol25).

Values from the calculation:
ΔE to the lowest compared entry with this formula, charge and spin	157.9	kcal/mol
multiplicity	3
total charge	+1
frontier orbital gap (alpha / beta)	6.666 / 5.794	eV
E_LUMO (alpha / beta)	-0.110 / -0.148	Eh
E_tot	-2183.22961	a.u.

Cartesian coordinates (Å):
Mo 0.58 -0.11 0.25
C -2.11 -2.80 -5.33
C -1.82 -1.87 -4.18
C -2.75 -1.70 -3.15
C -2.50 -0.87 -2.07
C -1.30 -0.16 -1.99
N -0.97 0.66 -0.89
C -1.85 1.73 -0.64
C -2.71 2.15 -1.68
C -3.62 3.17 -1.54
C -3.73 3.87 -0.34
C -4.71 5.01 -0.18
C -2.86 3.51 0.67
C -1.94 2.47 0.55
N 0.12 1.48 1.47
C 1.22 1.90 3.57
C 2.47 2.31 2.81
C 2.37 2.26 1.47
N 1.24 1.89 0.69
C -0.38 -0.35 -3.01
C -0.62 -1.19 -4.09
N 0.87 0.31 -2.89
C 1.56 0.98 -3.83
C 2.71 1.46 -3.26
C 2.64 1.06 -1.93
N 1.53 0.35 -1.71
H -3.08 -2.58 -5.77
H -2.13 -3.84 -4.99
H -1.35 -2.72 -6.11
H -3.69 -2.24 -3.19
H -3.23 -0.75 -1.29
H -2.64 1.65 -2.64
H -4.26 3.43 -2.38
H -5.62 4.82 -0.74
H -4.28 5.94 -0.54
H -4.98 5.15 0.87
H -2.89 4.07 1.60
H 0.56 2.77 3.66
H 3.36 2.69 3.30
H 3.20 2.57 0.84
H 0.15 -1.32 -4.84
H 1.17 1.06 -4.84
H 3.48 2.04 -3.73
H 3.34 1.21 -1.12
O -2.40 -2.47 1.90
C -1.50 -2.02 1.24
O -1.02 -0.81 1.33
C -0.81 -2.83 0.18
C -1.18 -4.13 -0.09
C -0.55 -4.80 -1.13
C 0.42 -4.13 -1.85
C 0.75 -2.84 -1.51
N 0.15 -2.19 -0.50
H -1.96 -4.57 0.51
H -0.82 -5.82 -1.37
H 0.93 -4.60 -2.68
H 1.50 -2.29 -2.06
C 4.59 -2.33 -0.28
C 4.97 -2.63 1.02
C 4.20 -2.16 2.06
C 3.05 -1.41 1.82
C 2.61 -1.11 0.49
C 3.44 -1.59 -0.53
C 2.28 -0.80 2.88
C 2.60 -0.70 4.27
C 1.98 0.08 5.20
C 0.99 1.08 4.82
C -0.33 1.02 5.14
C -1.47 1.53 4.34
C -1.76 1.92 3.06
C -1.03 2.33 1.76
C 0.69 0.94 2.62
N 1.21 -0.19 2.31
H 5.19 -2.68 -1.12
H 5.86 -3.22 1.21
H 4.50 -2.37 3.08
H 3.22 -1.37 -1.56
H 3.38 -1.36 4.62
H 2.21 -0.07 6.25
H -0.63 0.40 5.97
H -2.39 1.42 4.90
H -2.82 2.03 2.90
H -0.60 3.33 1.93

---

# C41H32N3

An isolated ion of composition C41H32N3 and charge +1 in a non-equilibrium geometry (ωB97M-V/def2-TZVPD, OMol25).

Values from the calculation:
multiplicity	1
total charge	+1
frontier orbital gap	7.272	eV
SMILES	C(=C(c1ccccc1)c1ccccc1)[C@H](c1ccccc1)c1n(-c2ccccc2)nc(-c2ccccc2)[n+]1-c1ccccc1
E_LUMO	-0.129	Eh
E_tot	-1745.56939	a.u.

Cartesian coordinates (Å):
C 0.75 -0.33 1.45
C 1.88 0.13 2.08
C 2.95 -0.89 2.35
C 2.64 -2.17 2.84
C 3.65 -3.10 3.11
C 4.99 -2.77 2.87
C 5.30 -1.55 2.27
C 4.30 -0.62 2.01
C 2.22 1.55 2.42
C 1.55 2.63 1.85
C 1.93 3.95 2.09
C 3.07 4.22 2.86
C 3.75 3.16 3.46
C 3.32 1.85 3.27
C -0.50 0.31 0.84
C -1.79 -0.13 1.67
C -2.94 0.65 1.61
C -4.16 0.22 2.13
C -4.26 -1.03 2.73
C -3.08 -1.73 2.98
C -1.84 -1.26 2.50
C -0.51 0.22 -0.63
N -0.03 1.18 -1.50
C 1.18 1.89 -1.63
C 2.35 1.62 -0.92
C 3.47 2.43 -1.12
C 3.38 3.57 -1.92
C 2.23 3.79 -2.69
C 1.18 2.87 -2.62
N -0.78 1.24 -2.65
C -1.59 0.22 -2.61
C -2.30 -0.23 -3.80
C -2.75 0.76 -4.72
C -3.37 0.37 -5.90
C -3.51 -0.98 -6.21
C -3.05 -1.96 -5.33
C -2.43 -1.60 -4.13
N -1.53 -0.39 -1.33
C -2.19 -1.56 -0.91
C -1.48 -2.51 -0.19
C -2.13 -3.66 0.24
C -3.46 -3.87 -0.14
C -4.18 -2.90 -0.86
C -3.54 -1.71 -1.22
H 0.75 -1.42 1.37
H 1.60 -2.43 3.08
H 3.40 -4.07 3.53
H 5.77 -3.49 3.12
H 6.33 -1.30 2.03
H 4.57 0.35 1.60
H 0.73 2.44 1.17
H 1.33 4.77 1.68
H 3.42 5.25 2.97
H 4.60 3.37 4.11
H 3.81 1.05 3.83
H -0.50 1.39 0.94
H -2.88 1.66 1.18
H -5.05 0.83 2.04
H -5.22 -1.42 3.09
H -3.14 -2.68 3.52
H -0.92 -1.76 2.78
H 2.36 0.78 -0.23
H 4.42 2.17 -0.65
H 4.22 4.28 -1.98
H 2.17 4.64 -3.36
H 0.36 2.92 -3.33
H -2.61 1.81 -4.47
H -3.74 1.14 -6.57
H -3.98 -1.26 -7.14
H -3.16 -3.02 -5.57
H -2.05 -2.37 -3.45
H -0.41 -2.36 0.03
H -1.63 -4.39 0.87
H -3.97 -4.78 0.14
H -5.22 -3.03 -1.15
H -4.05 -0.92 -1.77

---

# C41H33AsInN4O2S

C41H33AsInN4O2S as an isolated structure (ωB97M-V/def2-TZVPD, OMol25).

Values from the calculation:
ΔE to the lowest compared entry with this formula, charge and spin	2.0	kcal/mol
multiplicity	1
total charge	+1
frontier orbital gap	6.918	eV
E_LUMO	-0.132	Eh
E_tot	-4775.69337	a.u.

Cartesian coordinates (Å):
In 0.49 -1.10 -0.34
O 3.74 1.97 -1.50
C 2.98 2.70 -2.34
C 3.59 3.80 -2.94
C 2.89 4.61 -3.81
C 1.55 4.34 -4.11
C 0.94 3.25 -3.52
C 1.63 2.42 -2.63
C 0.92 1.31 -2.00
O 1.56 0.56 -1.16
N -0.36 1.14 -2.31
N -0.85 0.08 -1.64
C -2.10 -0.21 -1.69
C -2.52 -1.44 -1.00
C -3.84 -1.88 -1.00
C -4.14 -3.07 -0.37
C -3.12 -3.80 0.23
C -1.84 -3.30 0.20
N -1.54 -2.15 -0.40
H 3.18 1.25 -1.15
H 4.63 4.00 -2.71
H 3.38 5.46 -4.26
H 1.00 4.97 -4.79
H -0.10 3.03 -3.72
H -2.80 0.40 -2.25
H -4.60 -1.28 -1.48
H -5.16 -3.43 -0.35
H -3.32 -4.74 0.73
H -1.01 -3.81 0.68
C 0.46 -1.88 -3.68
C 1.29 -2.88 -2.93
C 1.88 -3.96 -3.63
C 2.62 -4.87 -2.95
C 2.80 -4.73 -1.56
C 3.57 -5.66 -0.82
C 3.72 -5.50 0.52
C 3.12 -4.41 1.17
C 2.36 -3.48 0.49
S 1.68 -2.14 1.42
C 2.19 -3.64 -0.91
N 1.44 -2.73 -1.63
H 0.55 -2.04 -4.75
H 0.78 -0.86 -3.47
H -0.59 -1.97 -3.41
H 1.73 -4.03 -4.70
H 3.09 -5.70 -3.46
H 4.03 -6.49 -1.34
H 4.31 -6.19 1.10
H 3.25 -4.29 2.24
C 1.57 2.41 5.65
C 1.62 1.07 5.29
C 1.04 0.66 4.10
C 0.40 1.59 3.28
C 0.35 2.93 3.64
C 0.94 3.33 4.83
As -0.45 0.89 1.70
C -0.87 2.47 0.67
C 0.21 3.27 0.29
C 0.00 4.36 -0.54
C -1.28 4.64 -1.00
C -2.35 3.84 -0.63
C -2.14 2.76 0.21
C -2.16 0.32 2.43
C -3.11 1.23 2.90
C -4.29 0.77 3.47
C -4.52 -0.60 3.59
C -3.56 -1.50 3.15
C -2.39 -1.04 2.57
H 2.03 2.74 6.57
H 2.12 0.35 5.92
H 1.08 -0.39 3.82
H -0.14 3.66 3.01
H 0.91 4.38 5.11
H 1.21 3.04 0.63
H 0.84 4.97 -0.84
H -1.44 5.49 -1.65
H -3.34 4.07 -0.98
H -2.99 2.14 0.50
H -2.94 2.30 2.83
H -5.02 1.47 3.82
H -5.43 -0.95 4.04
H -3.72 -2.56 3.27
H -1.63 -1.75 2.26

---

# C41H33CdF12N5O5S4

C41H33CdF12N5O5S4 as an isolated structure in a non-equilibrium geometry (ωB97M-V/def2-TZVPD, OMol25).

Values from the calculation:
ΔE to the lowest compared entry with this formula, charge and spin	0.0	kcal/mol
multiplicity	1
total charge	-2
frontier orbital gap	5.688	eV
E_LUMO	0.146	Eh
E_tot	-5191.25840	a.u.

Cartesian coordinates (Å):
Cd 0.45 0.31 -0.03
C 0.68 -6.13 3.52
C 0.38 -4.74 3.02
C -0.46 -3.88 3.71
C -0.66 -2.58 3.28
C 0.01 -2.04 2.15
N -0.18 -0.74 1.79
C -0.49 0.22 2.72
C 0.16 0.24 3.98
C -0.07 1.23 4.91
C -0.98 2.24 4.66
C -1.25 3.35 5.64
C -1.62 2.25 3.42
C -1.39 1.29 2.44
C -2.14 1.39 1.09
O -1.65 0.72 0.03
C -3.59 0.86 1.34
F -4.25 1.46 2.37
F -3.55 -0.45 1.64
F -4.38 0.99 0.26
C -2.25 2.89 0.65
F -3.15 3.66 1.34
F -2.63 2.99 -0.64
F -1.06 3.51 0.76
C 0.77 -2.98 1.37
C 0.95 -4.27 1.84
C 1.48 -2.53 0.08
O 0.80 -1.64 -0.69
C 1.75 -3.72 -0.91
F 2.21 -3.26 -2.08
F 2.65 -4.68 -0.54
F 0.60 -4.39 -1.16
C 2.89 -2.00 0.53
F 3.50 -1.28 -0.44
F 3.77 -2.98 0.86
F 2.82 -1.23 1.62
H 0.54 -6.19 4.60
H 0.03 -6.88 3.06
H 1.71 -6.41 3.30
H -0.97 -4.23 4.60
H -1.33 -1.93 3.82
H 0.89 -0.53 4.17
H 0.46 1.21 5.86
H -0.85 3.11 6.63
H -0.77 4.28 5.31
H -2.32 3.55 5.73
H -2.32 3.05 3.24
H 1.58 -4.96 1.29
C 6.30 3.44 0.73
N 5.53 2.26 0.37
N 4.39 2.06 1.15
C 3.33 1.66 0.32
O 2.21 1.44 0.79
C 3.89 1.59 -1.00
C 5.16 2.03 -0.94
C 6.10 2.33 -2.05
C 4.51 1.65 2.49
C 5.66 1.00 2.92
C 5.75 0.56 4.23
C 4.70 0.76 5.12
C 3.55 1.39 4.67
C 3.45 1.84 3.37
H 6.38 3.49 1.82
H 5.82 4.36 0.37
H 7.30 3.36 0.31
H 3.34 1.25 -1.86
H 5.80 1.78 -2.94
H 7.13 2.08 -1.79
H 6.05 3.40 -2.28
H 6.46 0.80 2.22
H 6.64 0.03 4.56
H 4.78 0.40 6.14
H 2.72 1.53 5.35
H 2.54 2.30 3.02
S -1.91 -1.04 -3.97
C -2.20 -2.03 -2.69
N -2.12 -1.75 -1.41
C -2.43 -2.75 -0.42
C -2.59 -4.10 -1.14
S -2.76 -3.71 -2.91
H -1.83 -0.83 -1.07
H -3.34 -2.47 0.11
H -1.62 -2.81 0.31
H -3.47 -4.64 -0.81
H -1.71 -4.72 -1.01
O 1.74 6.40 0.05
S 1.91 5.62 -1.15
O 3.20 5.80 -1.80
N 1.62 4.03 -0.94
C 0.74 3.58 -1.80
S 0.33 1.97 -2.13
C 0.06 4.65 -2.58
C -1.03 4.51 -3.43
C -1.58 5.66 -3.99
C -1.05 6.91 -3.71
C 0.05 7.05 -2.87
C 0.59 5.91 -2.32
H -1.43 3.53 -3.62
H -2.44 5.58 -4.64
H -1.50 7.80 -4.14
H 0.46 8.03 -2.64